20
Properties=species:S:1:pos:R:3:forces:R:3:lowdin_charge:R:1 method="wB97M-V/def2-TZVPD" max_force_ev_per_a=2.7 mol_weight_da=129.16 smiles="CNC(C)=O.C=C=CO" homo_energy_ev=-8.68 total_charge=0 relative_energy_kj_mol=295.15 orbital_gap_ev=9.43
H 1.18095 0.86034 0.09017 -1.517 0.825 1.722 0.0811
H 0.59584 -0.79002 1.65519 -0.182 0.029 0.176 0.1416
H 0.43804 -0.40934 -3.36313 0.051 -0.015 0.129 0.1221
C -1.37708 -0.55636 1.81791 -0.017 0.099 0.183 -0.5322
N -0.16819 -0.33027 1.17142 0.661 0.054 -0.245 -0.0455
H -0.49432 1.31922 -0.06737 -0.224 0.183 0.095 0.0795
C 0.65114 -0.51837 -2.30188 0.510 0.802 0.566 -0.2268
C -2.58262 0.07393 1.17218 -0.207 -0.218 -0.024 0.0026
H 3.71584 -0.80402 -1.67560 -0.037 -0.197 0.019 0.0581
H 3.49802 0.92704 -1.11634 0.099 0.153 -0.044 0.0498
C 1.76758 -0.03114 -1.77348 -0.193 -1.019 -1.288 -0.1370
H -2.61232 1.13980 1.40294 -0.093 -0.022 -0.009 0.0894
O -0.38908 -0.99990 -1.60476 -0.128 -0.289 2.661 -0.0474
H -3.47774 -0.42188 1.54029 0.047 0.157 0.226 0.0874
H 0.20635 1.75276 1.51484 0.420 -0.037 -0.127 0.0905
H -0.21521 -0.97180 -0.55117 -0.326 -0.045 -2.679 0.1198
O -1.41526 -1.23544 2.81610 -0.219 -0.213 -0.061 0.0815
C 0.20482 1.01642 0.70886 1.004 -0.773 -1.599 -0.0784
C 3.04663 0.03295 -1.52703 0.137 0.400 0.380 -0.0163
H -2.57340 -0.05394 0.09086 0.213 0.127 -0.081 0.0802

=====

86
Properties=species:S:1:pos:R:3:forces:R:3:lowdin_spin:R:1 method="wB97M-V/def2-TZVPD" s_squared=2.03 max_force_ev_per_a=7.8 mol_weight_da=804.37 spin_multiplicity=3 homo_energy_ev="-19.77 / -19.69" total_charge=+4 orbital_gap_ev="6.02 / 5.98"
H 2.12003 1.23714 -2.30902 -0.186 0.188 -0.049 0.0022
C -1.17482 1.87143 -1.70536 -0.595 -1.456 -0.274 0.0029
H -0.09670 2.97492 2.74519 0.427 -0.190 0.085 0.0000
H 3.28623 -1.14793 -3.19661 0.056 0.005 0.054 -0.0001
C 1.39508 2.83527 -1.05202 0.208 -0.103 1.094 -0.0019
H -5.20601 3.89903 -0.85419 0.119 -0.035 -0.148 0.0000
C -3.10592 -1.34429 0.25385 -0.680 0.046 -0.707 -0.0023
H 4.57421 -0.97969 3.44079 -0.124 -0.086 -0.024 0.0003
H -5.42940 2.70400 -5.62790 -0.038 -0.023 -0.167 0.0001
H 3.10061 0.38964 -1.11654 0.231 -0.285 0.149 0.0126
C 0.15139 -3.12795 -1.82894 0.325 0.298 -0.297 -0.0024
H 2.11147 -1.06817 -0.95575 0.333 -0.128 0.065 0.0047
W -0.65612 0.34129 -0.24524 -1.727 0.699 -2.394 0.9814
H -0.17603 0.53640 -3.02541 0.555 -0.137 -0.409 0.0008
H -3.87356 1.68667 -0.37168 0.023 0.575 0.185 -0.0014
H -2.33474 0.72272 5.00209 0.103 0.027 -0.445 -0.0001
C -2.40909 1.03708 -1.81938 3.459 -1.276 -0.030 -0.0600
H 4.06266 -2.35848 -2.16602 -0.126 0.273 -0.038 0.0032
H 4.83910 -0.79220 -2.42999 -0.263 -0.137 0.021 0.0011
C 4.90485 0.67570 0.71431 1.091 -0.635 0.203 0.0836
C -5.14914 3.62287 -1.90442 -0.809 0.747 -0.588 0.0014
P -0.59020 -2.05226 -0.55229 -0.214 -2.755 0.568 0.0178
C -0.46959 -3.25775 0.83950 -0.047 0.356 0.794 0.0024
O -0.10637 -1.11872 2.80580 -0.794 2.007 -2.080 0.0030
C 1.25177 1.68175 -1.83585 0.528 0.720 -1.155 0.0031
C 0.00091 1.29039 -2.27774 -1.209 -0.240 0.085 0.0085
C 3.14368 -0.70136 -1.06594 0.162 -0.550 -0.283 0.0980
C 6.26002 0.79278 0.01971 0.399 0.356 -0.086 0.0077
H -2.54290 -1.55404 -1.87798 -0.132 -0.302 0.364 0.0002
C -1.57124 1.27043 4.43807 0.086 0.508 0.778 -0.0001
H -0.84573 -2.71174 1.71119 0.175 -0.344 -0.158 -0.0001
C 0.28721 3.20407 -0.25546 -0.312 0.119 -0.109 -0.0013
H 1.16975 2.61751 3.96200 0.015 0.287 -0.376 0.0002
H -1.90871 2.96430 -0.02462 0.659 0.370 0.212 0.0012
C 3.03398 -1.04777 1.90009 -0.201 -0.785 -0.399 0.0948
H -6.31589 5.34304 -2.56111 -0.020 -0.027 -0.110 0.0000
H 0.19800 -2.41009 4.33278 -0.207 0.336 -0.020 0.0000
H -2.23020 -4.57761 0.50789 0.168 0.058 0.036 0.0001
H 4.29791 -2.59950 2.77069 -0.239 0.318 0.198 0.0043
C -0.99286 2.64402 -0.52551 -0.185 1.559 0.149 -0.0011
P -0.47162 0.33438 2.06547 1.294 -0.751 7.646 0.0163
H -0.59183 1.04291 4.87597 -0.253 0.094 -0.381 0.0000
H 5.07265 0.80718 1.79720 -0.232 -0.263 -0.330 0.0004
O 0.89162 1.10904 2.64892 -1.533 -0.690 -1.532 0.0142
H 0.19574 -3.59819 -3.93371 -0.088 0.145 0.119 0.0000
P 4.10914 -0.98084 0.44098 -0.886 2.543 0.967 0.6159
H 6.22176 0.78954 -1.07688 -0.135 -0.034 0.252 0.0003
H 3.10293 -1.88281 3.87085 0.328 0.082 -0.094 -0.0003
C -5.81637 4.43502 -2.87973 0.818 -1.248 1.534 0.0004
H 1.23936 -3.00875 -1.73518 -0.119 -0.136 -0.129 0.0000
H 2.70995 -0.02358 2.13466 0.234 -0.124 -0.309 0.0186
H -4.07009 1.25986 -4.15733 0.128 -0.006 0.170 -0.0002
O -1.66887 0.95638 3.02067 1.169 -0.810 -2.418 0.0003
H -4.01098 -0.82623 -0.11575 0.368 -0.237 0.443 -0.0001
H 2.13274 -1.62001 1.65095 0.151 -0.081 0.119 0.0002
H 4.16286 1.42278 0.39519 0.068 -0.279 -0.020 0.0149
H -0.67557 -5.27996 0.00392 -0.192 0.072 0.124 0.0000
H -3.40393 -2.09351 0.99680 0.178 0.420 0.150 -0.0007
H -0.08988 -1.89351 -3.59243 -0.003 0.012 -0.112 0.0000
C -5.29687 2.96747 -4.59168 0.990 -1.044 1.823 0.0002
H 0.42288 3.92446 0.56414 -0.179 -0.252 -0.543 0.0000
H 1.64744 3.00109 2.25768 -0.176 -0.136 0.336 0.0000
C 0.89810 2.51879 2.90298 -0.057 0.530 0.290 0.0001
Br 3.03851 3.76923 -1.01014 -0.783 -0.488 0.157 -0.0012
C 3.80446 -1.65574 3.05781 0.090 -0.611 0.630 0.0133
H -1.07458 -1.19455 4.68024 0.426 -0.099 -0.258 0.0000
C -3.60083 1.68631 -1.42228 -3.093 2.499 -1.522 -0.0070
C -4.51328 2.14669 -3.72299 -0.690 1.047 -1.981 -0.0051
C -2.38799 -2.03240 -0.90180 0.264 -0.691 -0.470 0.0356
C -0.08752 -1.35432 4.22238 0.385 -0.399 0.778 0.0004
H 6.89287 -0.03924 0.34564 0.044 0.231 -0.123 0.0027
H 6.75236 1.72439 0.32887 -0.099 -0.262 -0.127 -0.0003
N -5.91775 4.06558 -4.14615 0.171 0.061 -0.283 -0.0023
C 3.86742 -1.28359 -2.28146 0.209 -0.156 -0.428 0.0159
H -2.49927 -0.57538 0.81984 0.102 0.083 -0.043 0.0005
C -1.16027 -4.62460 0.73519 0.100 -0.240 -0.070 -0.0001
H -1.38752 -3.08119 -3.38188 0.023 -0.026 0.073 0.0000
H -1.76558 2.34223 4.54105 0.008 -0.224 -0.068 0.0001
H -2.40649 0.23433 -2.61392 -0.187 1.418 0.484 0.0000
C -0.31833 -2.90833 -3.25590 0.183 0.042 -0.314 -0.0001
H -0.08392 -4.14530 -1.48347 0.061 0.367 -0.149 -0.0005
H 0.69250 -0.74846 4.71644 -0.428 -0.138 -0.246 0.0000
H -2.68320 -3.09362 -1.00802 -0.119 0.513 0.033 0.0072
H -1.06258 -5.13506 1.70837 -0.046 0.263 -0.365 0.0002
H 0.60600 -3.43165 1.02203 -0.267 0.242 -0.037 0.0003
C -4.41979 2.48029 -2.35259 0.761 -1.600 1.530 -0.0048